1.
# C42H31BaBrF6N4O7P2S2

A molecular structure, C42H31BaBrF6N4O7P2S2 in a non-equilibrium geometry (ωB97M-V/def2-TZVPD, the OMol25 dataset).

## Properties
- LUMO level (eV) = -0.3
- multiplicity = 1
- energy relative to the best compared isomer or geometry (same formula, charge and spin) (kJ/mol) = 0.0
- F_max (eV/A) = 4.089
- HOMO-LUMO gap (eV) = 7.04

Each line ends with the Löwdin charge.
CARTESIAN COORDINATES (ANGSTROEM)
Ba  1.8056  -0.2957  -1.5995  2.0728
O  1.1212  -0.1891  0.8654  -0.5222
P  0.4588  -0.9758  1.9054  0.6971
C  -0.1158  -2.5568  1.2427  -0.2999
P  -1.0237  -2.5859  -0.3251  0.7306
O  -0.0925  -2.1636  -1.3802  -0.4741
C  -2.4924  -1.5025  -0.0964  -0.2606
C  -3.2895  -1.7369  1.0677  -0.0706
C  -4.5419  -1.2042  1.0801  -0.1026
C  -5.1658  -0.5520  0.0436  -0.0331
C  -4.3810  -0.4610  -1.1254  -0.0596
C  -3.0399  -0.8345  -1.1863  -0.0805
C  -1.5393  -4.3169  -0.5375  -0.2503
C  -0.6391  -5.3513  -0.2689  -0.0778
C  -0.9619  -6.6123  -0.6975  -0.0823
C  -2.1581  -6.8861  -1.3690  -0.0660
C  -3.0738  -5.8597  -1.6626  -0.0561
C  -2.6825  -4.5704  -1.2914  -0.0721
C  1.4412  -1.3657  3.2708  -0.3473
C  2.1590  -0.3851  3.9106  -0.0401
C  2.8654  -0.6841  5.0926  -0.0556
C  2.7342  -1.9287  5.6565  -0.0559
C  1.9106  -2.8674  5.0284  -0.0521
C  1.3354  -2.6001  3.7987  -0.1081
C  -0.8558  0.0912  2.5096  -0.2644
C  -1.3189  0.9394  1.5505  -0.0893
C  -2.4166  1.7434  1.7874  -0.0395
C  -2.9361  1.6479  3.0764  -0.0744
C  -2.4218  0.8507  4.1048  -0.0708
C  -1.3487  0.0342  3.8158  -0.0541
H  -0.7710  -3.0103  1.9903  0.0726
H  0.8700  -3.0530  1.0834  0.0752
H  -2.8832  -2.3522  1.8459  0.1029
H  -5.0597  -1.3330  1.9916  0.0982
H  -6.1684  -0.2977  0.1164  0.0879
H  -4.7836  0.0568  -1.9604  0.0908
H  -2.4431  -0.5980  -2.1287  0.1205
H  0.3138  -5.2629  0.2373  0.0991
H  -0.3155  -7.4401  -0.4309  0.1095
H  -2.3126  -7.9160  -1.6892  0.1057
H  -4.0125  -6.0978  -2.1403  0.1032
H  -3.3817  -3.7277  -1.4788  0.1158
H  2.1698  0.6579  3.5834  0.1279
H  3.3155  0.0877  5.6469  0.0944
H  3.3435  -2.1136  6.4843  0.0934
H  1.9142  -3.8208  5.4708  0.0936
H  0.8024  -3.4586  3.2459  0.1348
H  -0.9521  0.9288  0.5545  0.0884
H  -2.7896  2.4189  1.0700  0.0989
H  -3.8873  2.2118  3.2318  0.1174
H  -2.9440  0.7663  5.0337  0.0980
H  -0.8447  -0.5246  4.5790  0.1059
Br  2.1173  6.8983  -6.7748  0.7425
C  0.7714  6.7784  -5.4722  -0.6906
C  -0.0082  5.6295  -5.2894  -0.1049
C  -0.8983  5.6051  -4.2414  -0.0248
C  -0.9538  6.5768  -3.2155  -0.2741
C  -0.1555  7.7172  -3.4355  -0.0505
C  0.6607  7.8463  -4.5190  -0.1271
N  -1.9766  6.6978  -2.2285  0.0789
N  -2.4160  5.6488  -1.6770  0.0936
C  -1.7324  4.4185  -1.9669  -0.3283
C  -2.5586  3.4312  -2.3023  -0.0764
C  -2.1547  2.1142  -2.5122  0.0006
C  -0.8142  1.7343  -2.2194  -0.3922
O  -0.4360  0.4907  -2.2790  -0.3687
C  0.0860  2.7647  -1.8504  -0.1793
N  1.4063  2.4833  -1.7639  -0.0129
C  2.2502  3.4004  -1.3645  -0.1619
C  1.8866  4.6365  -0.9262  -0.0380
C  0.5649  5.0296  -1.1124  0.0411
C  -0.3937  4.0813  -1.6302  -0.0849
H  0.0420  4.8151  -6.0134  0.1115
H  -1.6150  4.8086  -4.1461  0.1059
H  -0.3591  8.5017  -2.6827  0.1233
H  1.1694  8.8139  -4.6527  0.1083
H  -3.6673  3.6099  -2.4882  0.1459
H  -2.8284  1.3445  -2.8149  0.0811
H  3.2626  3.0535  -1.3174  0.1071
H  2.6054  5.3285  -0.6547  0.0867
H  0.1874  5.9802  -0.7453  0.1165
F  3.9138  -5.0996  -1.8367  0.1891
C  3.1126  -4.3116  -1.1929  -0.6945
F  2.7782  -4.9624  -0.1005  0.1336
F  2.0060  -4.0157  -1.9094  0.1183
S  3.9084  -2.7332  -0.5719  0.5368
O  4.2187  -2.0307  -1.7783  -0.3694
O  2.7905  -2.1338  0.1255  -0.4773
N  5.0977  -3.2516  0.2776  -0.2737
S  5.2084  -3.1539  1.8765  0.5873
O  3.9451  -3.0379  2.5368  -0.2642
O  6.1607  -4.0643  2.3252  -0.2258
C  5.9249  -1.4332  1.9627  -0.6367
F  5.3326  -0.5417  1.1634  0.1265
F  5.8184  -0.9074  3.1945  0.1235
F  7.2254  -1.5045  1.6196  0.1230

Forces on the atoms, in the same order (eV/Å):
-0.068 -0.354 -0.069
1.272 1.326 -1.854
-1.263 0.428 -0.184
-0.237 -0.026 0.400
-0.147 0.718 1.209
0.685 0.335 -1.374
-0.188 -1.907 0.453
1.617 0.466 -2.527
-0.662 -0.120 1.556
3.254 -1.259 -1.575
-0.468 1.058 0.879
0.281 0.081 -1.012
0.303 0.595 -0.576
-0.132 0.090 0.048
-0.616 -0.865 -0.040
-0.043 0.225 -0.221
1.557 -0.503 0.513
-1.566 0.525 0.365
0.057 0.746 -0.235
1.038 1.046 1.382
-1.737 0.100 -1.357
-0.844 0.092 -1.707
1.377 0.544 0.184
-0.837 -3.504 0.742
0.933 -1.510 0.761
-1.330 0.750 -0.796
0.845 -0.865 2.207
-1.987 1.047 -0.063
-0.365 -0.101 -1.073
0.037 0.817 -0.656
0.407 -0.413 0.096
-0.821 -0.239 0.138
-0.159 -0.007 0.518
-0.831 -0.125 0.888
-1.584 0.738 -0.069
-0.387 0.245 -0.769
-0.661 -0.674 1.580
-0.135 0.537 0.113
0.096 0.035 -0.219
-0.292 0.257 0.122
0.006 0.263 -0.131
0.578 -0.589 0.013
-0.058 -0.422 -0.278
0.941 0.868 0.292
0.377 -0.738 1.438
-0.420 -1.245 0.245
0.922 1.588 1.178
0.694 -0.121 -0.616
-0.527 0.531 -0.746
0.926 -0.392 0.290
-0.060 0.268 0.525
0.014 -0.527 0.178
-0.091 -0.054 -0.281
-0.184 0.731 2.016
0.581 0.931 -0.799
-0.929 -0.052 1.391
0.932 0.766 -2.433
-1.646 -0.191 1.740
0.755 -0.187 -1.403
-0.407 -1.491 0.631
1.346 1.612 -0.741
0.125 0.499 2.049
-3.228 -2.187 -1.232
1.873 0.168 0.695
-1.616 -1.553 -0.834
-0.138 1.037 -0.214
0.161 1.380 0.011
-0.222 -0.600 0.118
0.230 -1.761 -0.117
-2.689 1.144 -0.973
-0.272 -1.246 0.396
1.055 1.345 0.150
-0.081 0.227 0.259
0.166 -0.314 -0.439
0.610 -0.105 -0.732
0.004 -0.778 -0.143
1.555 0.206 0.364
-0.381 -0.167 -0.206
0.664 0.169 -0.003
1.273 1.196 0.888
0.274 0.069 -0.324
0.765 -0.432 -1.482
0.083 1.373 0.766
-1.103 -0.669 1.144
0.741 -0.305 0.184
-0.919 -1.610 0.286
0.966 0.676 -0.877
0.111 -0.067 0.600
-0.140 0.215 -0.439
-2.153 2.123 -1.325
0.062 -0.114 0.082
1.746 -1.306 0.756
0.797 0.396 0.556
-0.203 -0.460 -0.410
0.241 -0.579 -0.045
-0.507 0.151 0.205

2.
# C42H32BN10O2SZr

A molecular structure, C42H32BN10O2SZr in a non-equilibrium geometry (ωB97M-V/def2-TZVPD, the OMol25 dataset).

## Properties
- LUMO level (eV) = -4.1
- total charge = +1
- multiplicity = 1
- F_max (eV/A) = 1.646
- HOMO-LUMO gap (eV) = 4.50

Each line ends with the Löwdin charge.
CARTESIAN COORDINATES (ANGSTROEM)
Zr  -0.1448  -0.2356  0.3168  1.7776
C  -4.8908  3.0422  -3.0392  -0.0552
C  -4.9200  1.8907  -3.8313  -0.0522
C  -4.0966  0.8056  -3.5627  0.0040
C  -3.2332  0.9132  -2.4873  -0.1029
C  -2.2588  -0.0445  -1.9360  -0.2822
N  -1.6334  0.6238  -0.8255  -0.0473
C  -2.2233  1.8470  -0.6251  -0.2622
N  -2.0312  2.6847  0.3601  0.1979
C  -1.3100  2.3848  1.4669  -0.2388
C  -1.2026  3.2535  2.6201  -0.1108
C  -1.6801  4.5465  2.8283  -0.0038
C  -1.4153  5.1353  4.0466  -0.0659
C  -0.6923  4.4461  5.0367  -0.0607
C  -0.2219  3.1634  4.8353  -0.0103
C  -0.4813  2.5664  3.6027  -0.1041
C  -0.1324  1.2702  3.0552  -0.2777
N  0.6237  0.3521  3.6076  0.1775
C  1.0605  -0.7920  3.1244  -0.2273
N  0.4569  -1.5599  1.9919  0.0262
C  1.3797  -2.6421  1.6273  -0.2286
N  1.2843  -3.3386  0.5742  0.2245
C  0.3508  -3.1461  -0.4498  -0.2917
N  -0.5606  -2.1113  -0.5431  -0.1024
C  -1.1803  -2.1645  -1.7870  -0.3157
N  -2.0449  -1.2296  -2.3367  0.2045
C  -0.7049  -3.3031  -2.4475  -0.1224
C  -0.9906  -3.8517  -3.7271  -0.0159
C  -0.3168  -4.9688  -4.1076  -0.0731
C  0.6605  -5.5852  -3.2602  -0.0748
C  0.9564  -5.0815  -2.0333  -0.0193
C  0.2654  -3.9146  -1.6088  -0.1235
C  2.3727  -2.6794  2.7000  -0.1069
C  3.4267  -3.5694  2.8714  -0.0054
C  4.2579  -3.3963  3.9632  -0.0679
C  4.0377  -2.3423  4.8606  -0.0622
C  2.9956  -1.4485  4.6881  -0.0131
C  2.1441  -1.6306  3.5986  -0.1300
N  -0.6592  1.2380  1.7368  -0.0280
C  -3.2042  2.0567  -1.7010  -0.1084
C  -4.0322  3.1374  -1.9540  0.0032
H  -5.5496  3.8665  -3.2775  0.1097
H  -5.6019  1.8460  -4.6705  0.1104
H  -4.1209  -0.0902  -4.1688  0.1203
H  -2.2382  5.0602  2.0567  0.1171
H  -1.7688  6.1373  4.2488  0.1070
H  -0.5052  4.9365  5.9836  0.1086
H  0.3239  2.6362  5.6063  0.1145
H  -1.7268  -3.3882  -4.3701  0.1123
H  -0.5185  -5.4109  -5.0747  0.1040
H  1.1691  -6.4736  -3.6117  0.1033
H  1.6899  -5.5503  -1.3909  0.1102
H  3.5739  -4.3806  2.1695  0.1212
H  5.0788  -4.0800  4.1321  0.1072
H  4.6952  -2.2305  5.7137  0.1101
H  2.8314  -0.6366  5.3848  0.1193
H  -4.0015  4.0183  -1.3270  0.1189
C  -3.4387  -4.0229  3.3025  0.0013
C  -2.8089  -3.3336  2.1103  -0.4004
C  -2.9902  -4.1675  0.8550  0.0128
O  -1.3591  -3.2856  2.3553  0.2133
B  -0.9556  -2.0333  2.1356  -0.7950
O  -1.9166  -1.1024  1.8772  0.0658
C  -3.2250  -1.8077  1.9515  -0.3811
C  -3.9157  -1.2048  3.1575  0.0049
C  -3.9877  -1.4949  0.6846  0.0107
H  -3.0691  -5.0463  3.3522  0.1013
H  -4.5239  -4.0608  3.1973  0.1043
H  -3.1958  -3.5254  4.2391  0.0931
H  -2.5903  -5.1638  1.0413  0.1066
H  -2.4602  -3.7458  0.0014  0.0763
H  -4.0462  -4.2641  0.6002  0.1044
H  -3.3304  -1.3270  4.0680  0.1011
H  -4.8926  -1.6645  3.3080  0.1030
H  -4.0627  -0.1382  2.9869  0.1014
H  -3.4548  -1.8170  -0.2068  0.0719
H  -4.1692  -0.4204  0.6237  0.1004
H  -4.9556  -1.9976  0.7015  0.1111
S  1.5689  -0.3565  -1.8895  0.7978
C  2.5146  -0.2042  -0.5133  -0.8137
N  3.7702  -0.7027  -0.3801  0.1069
C  4.5067  -0.5227  0.7507  -0.0135
C  4.0078  0.1957  1.7838  -0.0061
C  2.6778  0.6514  1.6769  -0.0626
N  1.9699  0.4323  0.5551  -0.0910
H  4.1376  -1.2234  -1.1647  0.1628
H  5.4879  -0.9760  0.7534  0.1462
H  4.5831  0.3576  2.6812  0.1266
H  2.2268  1.2971  2.4154  0.1205

Forces on the atoms, in the same order (eV/Å):
0.529 0.608 -1.436
0.014 -0.068 -0.027
-0.017 0.040 0.011
-0.008 0.013 -0.025
0.046 -0.203 -0.041
0.008 0.283 0.292
-0.407 0.067 -0.209
-0.069 -0.083 0.050
0.012 -0.074 0.032
-0.082 -0.026 0.125
-0.134 0.111 -0.189
-0.005 0.007 0.054
0.016 -0.022 0.011
-0.012 0.015 -0.005
-0.031 0.033 0.014
0.093 -0.191 0.089
-0.149 0.224 -0.184
0.199 -0.382 -0.170
-0.218 0.085 0.123
-0.035 -0.045 0.117
-0.093 0.109 0.250
-0.216 -0.023 -0.339
0.085 0.063 0.382
-0.220 -0.165 0.155
-0.008 0.241 0.085
0.180 -0.383 0.099
-0.054 -0.151 -0.330
-0.014 0.099 0.149
0.118 -0.139 0.023
-0.102 0.012 -0.146
-0.075 0.119 0.079
0.162 -0.233 -0.147
-0.080 -0.171 -0.141
0.021 -0.016 0.024
-0.006 0.053 0.041
0.031 -0.045 -0.011
0.001 -0.011 -0.006
-0.092 0.105 0.104
0.060 0.222 0.262
0.039 0.188 0.141
-0.013 0.012 -0.026
0.004 -0.008 -0.001
0.001 0.001 0.006
0.002 0.010 0.009
0.011 -0.021 0.001
0.010 -0.004 0.014
-0.002 -0.002 -0.011
0.003 0.000 -0.009
0.004 0.016 0.019
0.017 -0.011 0.009
-0.016 0.006 -0.020
-0.003 0.026 0.017
-0.012 0.017 0.003
-0.004 0.008 0.008
-0.005 -0.002 -0.016
-0.008 -0.005 -0.013
0.005 -0.013 0.001
-0.053 -0.055 0.023
0.082 0.095 0.003
-0.020 -0.019 -0.061
-0.041 0.065 0.168
0.017 -0.354 0.384
-0.071 -0.242 -0.183
0.155 0.019 0.000
-0.077 -0.025 0.069
-0.061 0.010 -0.030
0.000 0.009 0.011
0.012 0.002 -0.016
0.005 0.007 -0.011
-0.006 0.005 -0.003
-0.019 0.002 0.027
0.013 -0.007 0.015
0.019 -0.011 -0.010
0.007 0.013 0.010
0.010 -0.005 -0.006
0.000 0.001 -0.003
0.007 -0.004 -0.002
-0.003 0.012 0.012
-0.045 0.065 0.206
-0.043 0.116 0.076
-0.019 0.013 -0.136
0.121 -0.113 -0.023
-0.115 0.066 0.077
0.120 0.025 -0.020
0.436 0.005 0.140
0.050 -0.024 0.026
-0.009 0.021 -0.001
0.003 0.014 -0.014
0.045 -0.001 -0.025